[1]
17
Properties=species:S:1:pos:R:3 method="wB97M-V/def2-TZVPD" e_homo_ha="-0.2735 / -0.2614" spin_multiplicity=1 e_above_lowest_kcal_mol=136.7 total_energy_ha=-778.081958 orbital_gap_ev="7.5 / 6.7"
C 1.4705 0.8432 -0.0917
C 2.7874 1.0320 0.0689
C 1.3725 -1.5277 -0.2024
C -1.6702 0.0618 0.5126
C -0.5789 -0.2571 -0.5746
N 1.2692 -2.6017 0.3443
N 0.8481 -0.3599 -0.2119
O 5.1887 0.4523 -0.3961
S 3.9850 -0.1400 0.2396
H 0.9078 1.6934 -0.1548
H 3.1549 1.9745 -0.3078
H -2.0081 1.0246 0.3497
H -2.4612 -0.5304 0.6402
H -1.1545 0.1064 1.4096
H -0.9752 -1.1264 -1.0973
H -0.5331 0.5278 -1.3670
H 1.8079 -3.3299 0.1295

[2]
75
Properties=species:S:1:pos:R:3 method="wB97M-V/def2-TZVPD" e_homo_ha=-0.4567 spin_multiplicity=1 total_energy_ha=-3948.013458 charge=+1 orbital_gap_ev=8.8
C 0.1470 4.6117 -0.4508
O -0.3707 3.7594 -1.4981
B 0.3204 3.4833 -2.6007
O 0.4910 4.2197 -3.7066
P 1.1868 1.6850 -2.7983
P 2.0675 0.8830 -0.9070
O 1.5630 1.6227 0.2574
H 1.1747 4.3467 -0.2075
H 0.0832 5.6542 -0.7570
H -0.4706 4.4462 0.4255
H -0.2602 4.8157 -3.8796
H 0.2893 0.7650 -3.3497
H 2.2238 1.7810 -3.7336
H 1.7981 -0.4918 -0.9860
H 3.4410 1.0247 -1.1646
O -1.5712 0.8906 -0.5113
S -1.9682 0.3885 0.7864
O -2.0337 -1.0279 0.9689
O -3.3450 1.0496 1.1832
C -4.4636 0.9504 0.2697
C -5.1115 -0.4173 0.2791
C -0.9698 1.1041 2.0319
H -4.1256 1.2302 -0.7260
H -5.1617 1.7097 0.6142
H -4.4450 -1.1820 -0.1170
H -6.0127 -0.3907 -0.3342
H -5.3865 -0.7030 1.2936
H -0.9317 2.1797 1.8880
H 0.0207 0.6657 1.9281
H -1.3900 0.8481 3.0015
O 0.3990 -0.9437 4.5985
S 1.3954 -1.8493 4.1048
O 1.9212 -1.6272 2.7855
O 0.8643 -3.3299 4.2243
C -0.4348 -3.6439 3.6528
C -0.3914 -3.7651 2.1476
C 2.7297 -1.9913 5.2369
H -1.1528 -2.8926 3.9831
H -0.6990 -4.5910 4.1168
H -0.1873 -2.8057 1.6773
H -1.3587 -4.1179 1.7899
H 0.3799 -4.4735 1.8435
H 2.3274 -2.1773 6.2286
H 3.2643 -1.0442 5.2090
H 3.3771 -2.8038 4.9132
O -4.7953 4.7492 -2.9739
S -3.9459 3.9843 -3.8300
O -2.6750 4.5322 -4.2282
O -4.7513 3.5219 -5.1005
C -5.4809 4.5362 -5.8562
C -4.5741 5.3924 -6.7090
C -3.6561 2.3909 -3.1466
H -6.0698 5.1291 -5.1567
H -6.1663 3.9546 -6.4671
H -3.9231 6.0187 -6.1012
H -5.1863 6.0404 -7.3359
H -3.9493 4.7721 -7.3512
H -4.6089 1.9536 -2.8621
H -3.0169 2.5254 -2.2739
H -3.1575 1.7781 -3.8936
O 4.9558 -6.4268 2.2975
S 5.9409 -5.4617 2.6801
O 5.6928 -4.6280 3.8178
O 6.2739 -4.5502 1.4173
C 5.1414 -3.9505 0.7428
C 4.5552 -2.8014 1.5319
C 7.5155 -6.2207 2.8430
H 4.3993 -4.7264 0.5489
H 5.5408 -3.6225 -0.2153
H 4.1065 -3.1478 2.4581
H 3.7726 -2.3076 0.9553
H 5.3285 -2.0738 1.7818
H 7.7022 -6.8324 1.9652
H 7.4694 -6.8359 3.7391
H 8.2663 -5.4433 2.9540

[3]
15
Properties=species:S:1:pos:R:3 method="wB97M-V/def2-TZVPD" e_homo_ha=-0.0938 spin_multiplicity=1 e_above_lowest_kcal_mol=75.3 total_energy_ha=-470.707196 charge=-1 orbital_gap_ev=6.5
C 0.2749 -1.0995 1.5426
C 0.0218 2.4115 0.4379
C -0.6739 -1.3489 0.3916
C 0.1765 -0.2431 -1.7888
N 0.8754 0.0288 1.5280
N 0.6056 0.6587 0.4322
N -0.3288 -0.0670 -0.3350
O -0.7967 2.5827 -0.3639
O 0.6913 2.9452 1.2516
H 0.4945 -1.7381 2.3343
H -0.5080 -2.3139 -0.0610
H -1.7619 -1.1128 0.5920
H 0.1836 0.8624 -1.8863
H 1.2192 -0.5895 -1.8545
H -0.4736 -0.9765 -2.2206

[4]
11
Properties=species:S:1:pos:R:3 method="wB97M-V/def2-TZVPD" e_homo_ha="-0.0712 / -0.0713" spin_multiplicity=1 e_above_lowest_kcal_mol=85.3 total_energy_ha=-514.805403 charge=-1 orbital_gap_ev="5.0 / 5.0"
C -1.6740 0.6380 0.4848
O 0.0138 -0.9037 -0.2663
C 0.5937 0.1764 0.1782
C -1.6018 -0.8020 0.3302
O -0.2971 1.0573 0.7073
O 1.7889 0.3140 0.3850
H -2.0370 1.1546 -0.4172
H -2.4316 -1.2239 -0.2454
H -1.3910 -1.5020 1.1485
Tl -3.0676 0.8626 2.5840
H -3.9570 1.6013 4.3304

[5]
20
Properties=species:S:1:pos:R:3 method="wB97M-V/def2-TZVPD" e_homo_ha=-0.4268 spin_multiplicity=1 e_above_lowest_kcal_mol=48.0 total_energy_ha=-365.472879 charge=+1 orbital_gap_ev=5.9
C -2.1008 -0.5371 -0.6455
C -3.3059 -0.2059 -1.0670
C -0.6348 -2.4329 -0.1850
N -1.7284 -1.9110 -0.5839
H -1.2895 0.1404 -0.4381
H -4.0367 -0.9333 -1.3980
H -3.5925 0.8337 -1.0997
H -0.5980 -3.5146 -0.1781
H 0.2717 -1.8562 -0.0257
H -2.4541 -2.5566 -0.8954
C 3.3225 1.7000 1.0139
C 2.0394 1.6687 0.6999
O 1.3313 2.8414 0.6258
C 1.2843 0.4123 0.3791
H 3.9122 0.7974 1.0001
H 3.8079 2.6273 1.2777
H 0.3852 2.6702 0.5895
H 1.9476 -0.4194 0.6216
H 0.3881 0.3255 0.9986
H 1.0506 0.3502 -0.6898

[6]
10
Properties=species:S:1:pos:R:3 method="wB97M-V/def2-TZVPD" e_homo_ha=-0.3235 smiles="C=C(C=O)C=S" spin_multiplicity=1 e_above_lowest_kcal_mol=41.0 total_energy_ha=-628.169727 orbital_gap_ev=7.5
C 0.8778 -1.1975 -0.2414
C -0.0025 -0.1872 -0.0171
C 0.0943 0.6668 1.2206
O -0.3865 1.7604 1.3238
C -0.9571 0.4888 -0.8999
S -1.4811 -0.0544 -2.3314
H 1.6662 -1.4110 0.4233
H 0.7308 -1.8755 -1.0922
H 0.7704 0.4221 2.0160
H -1.3122 1.3875 -0.4017

[7]
114
Properties=species:S:1:pos:R:3 method="wB97M-V/def2-TZVPD" e_homo_ha=-0.3090 smiles="CCCCCCCCN(CCCCCCCC)C(=S)SCCC[C@@](CC=O)(CNCCCCl)OC.O=C1c2ccccc2C(=O)c2ccccc21" spin_multiplicity=1 total_energy_ha=-3305.157372 orbital_gap_ev=7.4
C -1.0043 3.5983 -0.9132
C -0.4630 2.1724 -0.6907
C -0.3300 1.3685 -1.9754
C -1.6723 1.0278 -2.6299
C -2.4846 -0.0301 -1.8687
C -2.1435 -1.4850 -2.2055
C -0.8718 -2.0645 -1.5834
C -0.7490 -1.8749 -0.0721
N -1.7553 -2.6712 0.6422
C -2.8851 -1.9145 1.1958
C -2.5749 -0.8442 2.2359
C -3.8890 -0.3010 2.8444
C -3.8360 -0.2445 4.3681
C -3.6737 -1.5998 5.0587
C -4.7035 -2.6795 4.6548
C -4.0605 -4.0434 4.3841
C -4.9576 -4.9197 3.4969
C -1.2174 -3.6059 1.5408
S -0.0708 -3.3358 2.6558
S -1.8919 -5.2490 1.3634
C -0.3430 -6.1844 1.3714
C 0.5362 -5.7927 0.1874
C 1.9153 -6.4008 0.3265
C 3.0464 -5.6720 -0.4141
C 2.5308 -4.9910 -1.6936
C 3.5818 -4.2252 -2.4598
O 3.7668 -4.3593 -3.6658
C 3.6390 -4.6603 0.5641
N 2.5650 -3.7815 1.0724
C 3.0885 -2.8197 2.0538
C 2.1759 -1.5935 2.1480
C 1.6694 -1.3082 3.5590
Cl 2.7220 -0.1547 4.4204
O 3.9636 -6.6870 -0.8288
C 5.3493 -6.4487 -0.6975
H -1.1435 3.8129 -1.9684
H -1.9490 3.7461 -0.3998
H -0.3016 4.3278 -0.5217
H 0.5152 2.2116 -0.2174
H -1.1255 1.6725 0.0134
H 0.1848 0.4374 -1.7413
H 0.2919 1.9013 -2.6934
H -2.2698 1.9374 -2.6746
H -1.5198 0.6736 -3.6479
H -3.5336 0.1103 -2.1273
H -2.4106 0.1742 -0.8028
H -2.0454 -1.5620 -3.2881
H -2.9904 -2.1069 -1.9208
H 0.0201 -1.6650 -2.0624
H -0.8955 -3.1415 -1.7511
H -0.7983 -0.8160 0.1720
H 0.2419 -2.2226 0.2094
H -3.4140 -1.4434 0.3704
H -3.5954 -2.6161 1.6353
H -2.0667 -0.0099 1.7583
H -1.9578 -1.2192 3.0429
H -4.7432 -0.8767 2.4963
H -4.0327 0.7188 2.4920
H -2.9686 0.3630 4.6319
H -4.7110 0.2716 4.7601
H -2.6810 -2.0024 4.8660
H -3.7161 -1.4350 6.1334
H -5.2959 -2.3680 3.7991
H -5.3996 -2.7888 5.4853
H -3.1199 -3.9093 3.8552
H -3.8839 -4.5359 5.3360
H -4.6832 -5.9656 3.6112
H -4.7941 -4.6677 2.4525
H -6.0060 -4.7905 3.7469
H 0.1555 -6.0112 2.3187
H -0.6426 -7.2250 1.2754
H 0.5723 -4.7073 0.1722
H 0.0346 -6.1456 -0.7103
H 2.2109 -6.4605 1.3723
H 1.9198 -7.4161 -0.0639
H 2.2138 -5.7750 -2.3758
H 1.7204 -4.2888 -1.5023
H 4.1945 -3.4791 -1.9122
H 4.4239 -4.0420 0.1310
H 4.0358 -5.2070 1.4181
H 2.2846 -3.2117 0.2768
H 4.1013 -2.4956 1.7992
H 3.1223 -3.3308 3.0130
H 2.7263 -0.7141 1.8258
H 1.3093 -1.7064 1.4975
H 1.6452 -2.2248 4.1378
H 0.6610 -0.9132 3.5519
H 5.8493 -7.2703 -1.2019
H 5.6807 -6.4680 0.3386
H 5.6763 -5.5342 -1.1901
O 2.8516 11.1736 -4.1689
C 2.2777 10.1905 -3.7508
C 2.9847 9.1945 -2.8963
C 4.3139 9.4150 -2.5594
C 4.9770 8.5168 -1.7413
C 4.3153 7.3942 -1.2547
C 2.9945 7.1630 -1.5977
C 2.3255 8.0583 -2.4223
C 0.9088 7.7831 -2.7939
O 0.3522 6.7711 -2.4231
C 0.1952 8.7894 -3.6297
C -1.1362 8.5721 -3.9598
C -1.8224 9.5083 -4.7136
C -1.1815 10.6666 -5.1411
C 0.1481 10.8831 -4.8239
C 0.8428 9.9454 -4.0711
H 4.8204 10.2917 -2.9380
H 6.0116 8.6915 -1.4776
H 4.8331 6.6988 -0.6076
H 2.4752 6.2899 -1.2278
H -1.6284 7.6712 -3.6209
H -2.8602 9.3387 -4.9678
H -1.7222 11.4001 -5.7242
H 0.6533 11.7792 -5.1561

[8]
17
Properties=species:S:1:pos:R:3 method="wB97M-V/def2-TZVPD" e_homo_ha=0.0674 spin_multiplicity=1 e_above_lowest_kcal_mol=0.0 total_energy_ha=-1601.740040 charge=-4 orbital_gap_ev=7.4
N 2.0408 -6.0954 1.0954
O 1.5203 -7.1901 0.7820
O 3.2281 -6.0834 1.4516
O 1.2550 -5.2881 1.3195
N -1.6891 2.1824 5.0330
O -2.6902 2.7220 4.5656
O -1.2967 2.9685 5.8295
O -1.3041 1.0775 4.7588
N -2.5938 1.0018 -5.6054
O -2.5072 0.6662 -4.4908
O -1.7174 0.7801 -6.3639
O -3.4451 1.8901 -5.6437
Cl 1.8961 2.2970 -0.5967
O 2.0066 2.4362 -1.9919
O 2.7276 3.1903 0.1154
O 0.5099 2.5650 -0.1310
O 2.0593 0.8799 -0.1276

[9]
12
Properties=species:S:1:pos:R:3 method="wB97M-V/def2-TZVPD" e_homo_ha=-0.3126 smiles="N/C(C=O)=C(/Cl)C=S" spin_multiplicity=1 e_above_lowest_kcal_mol=43.6 total_energy_ha=-1143.117768 orbital_gap_ev=7.1
N 0.4771 -0.1627 -2.0084
C -0.0147 -0.5536 -0.8961
C -0.7177 -1.9541 -0.9647
O -1.5045 -2.3654 -0.0825
C -0.0901 0.0981 0.3775
Cl -0.9198 -0.4920 1.8198
C 0.6012 1.2905 0.6820
S 1.4924 2.2688 -0.4054
H 0.5678 -0.9238 -2.6573
H 1.2002 0.6685 -2.0512
H -0.4192 -2.5316 -1.9797
H 0.4340 1.6261 1.7647

[10]
35
Properties=species:S:1:pos:R:3 method="wB97M-V/def2-TZVPD" e_homo_ha=-0.3095 smiles="C[C@H](CN1CCCCCC1)C(=O)NN" spin_multiplicity=1 e_above_lowest_kcal_mol=14.6 total_energy_ha=-633.126012 orbital_gap_ev=9.3
C -2.1127 -2.1932 0.0617
C -2.0100 -0.9932 -0.8782
C -0.5631 -0.4816 -1.0759
N 0.0534 0.0282 0.1343
C 0.6007 1.3675 0.0226
C 1.7306 1.5639 -1.0021
C 3.0912 1.0522 -0.5415
C 3.0826 -0.4247 -0.1564
C 2.3002 -0.6875 1.1303
C 0.8014 -0.9396 0.9261
C -2.9213 0.1284 -0.4025
O -3.8899 0.5272 -1.0246
N -2.5729 0.6291 0.8036
N -3.1869 1.8085 1.2877
H -3.1410 -2.5464 0.0940
H -1.8088 -1.9301 1.0702
H -1.4846 -3.0072 -0.2956
H -2.3785 -1.2927 -1.8651
H 0.0236 -1.3008 -1.5156
H -0.6125 0.3220 -1.8145
H -0.2285 2.0276 -0.2556
H 0.9434 1.6765 1.0122
H 1.4591 1.0670 -1.9356
H 1.8126 2.6325 -1.2133
H 3.8114 1.2066 -1.3489
H 3.4292 1.6401 0.3158
H 2.6666 -1.0181 -0.9733
H 4.1166 -0.7465 -0.0112
H 2.6961 -1.5801 1.6211
H 2.4517 0.1467 1.8175
H 0.6841 -1.9208 0.4595
H 0.3463 -0.9987 1.9266
H -1.6053 0.4911 1.0908
H -3.7354 2.1898 0.5130
H -3.8496 1.5563 2.0225

[11]
21
Properties=species:S:1:pos:R:3 method="wB97M-V/def2-TZVPD" e_homo_ha=-0.1575 spin_multiplicity=1 e_above_lowest_kcal_mol=0.0 total_energy_ha=-833.316971 charge=-1 orbital_gap_ev=7.4
C 1.2625 0.5419 0.2420
C -1.0315 -0.7075 -1.3468
C -1.1603 -1.0127 1.2440
C -2.4041 0.7656 0.1039
C 3.5456 1.9878 -0.0609
C -1.1602 -0.0613 0.0693
O 3.3886 1.9835 -1.2114
O 1.5091 -0.6961 0.0531
O 3.6612 2.1779 1.0840
O -0.0235 0.8906 0.2237
I 4.6450 -1.1637 -0.0051
H -1.9424 -1.2094 -1.6987
H -0.8241 -0.0923 -2.1784
H -0.4589 -1.5875 -1.4642
H -1.3268 -0.5227 2.1159
H -0.2437 -1.5770 1.2861
H -1.7707 -1.8417 0.9858
H -2.9337 1.0416 -0.8740
H -3.1357 0.1852 0.5642
H -2.2978 1.6087 0.7875
H 2.7013 -0.7111 0.0802

[12]
4
Properties=species:S:1:pos:R:3 method="wB97M-V/def2-TZVPD" e_homo_ha="-0.3254 / -0.3256" spin_multiplicity=1 e_above_lowest_kcal_mol=69.9 total_energy_ha=-1356.536247 orbital_gap_ev="7.3 / 7.3"
C 0.9659 -0.2695 0.0329
S 1.4884 1.1845 -0.0041
Cl -0.3045 -1.1001 -0.0186
Cl -2.1498 0.1851 -0.0102

[13]
65
Properties=species:S:1:pos:R:3 method="wB97M-V/def2-TZVPD" e_homo_ha="-0.4896 / -0.4880" spin_multiplicity=2 total_energy_ha=-6962.076381 s_squared=1.185 charge=+2 orbital_gap_ev="5.7 / 6.2"
Re 1.6623 -0.2723 -0.4184
N 3.7425 0.0228 3.2507
C 2.5167 0.0408 3.9091
C 2.1893 0.0703 5.2595
C 0.8490 -0.0233 5.5659
C -0.1284 -0.1629 4.5662
C 0.2034 -0.1775 3.2276
C 1.5514 -0.0420 2.9052
N 2.2046 -0.0532 1.6700
C 3.5059 -0.0651 1.9378
C 4.4363 -0.3312 0.8586
C 5.7899 -0.3229 0.7958
S 6.3024 -0.7713 -0.7671
C 4.6887 -0.9395 -1.2638
N 3.8125 -0.6916 -0.3238
H 4.6492 0.0072 3.6907
H 2.9436 0.1447 6.0310
H 0.5417 -0.0116 6.6024
H -1.1638 -0.2726 4.8592
H -0.5449 -0.3235 2.4614
H 6.5014 -0.0755 1.5677
H 4.4116 -1.2251 -2.2683
Te 1.3049 -2.7632 -0.4530
C -0.6135 -3.5018 -0.2843
C -1.0981 -4.4825 -1.1144
C -2.3602 -4.9712 -0.6985
C -2.7841 -4.3912 0.4602
S -1.6710 -3.2417 1.0466
H -0.5717 -4.8418 -1.9887
H -2.9223 -5.7280 -1.2255
H -3.6915 -4.5946 1.0079
Cl 0.5138 -1.9811 -3.6634
C 1.3586 -0.4720 -3.6690
C 1.7275 0.1336 -2.4650
C 2.3205 1.3810 -2.5742
Cl 2.6427 2.1158 -1.0016
C 2.5903 2.0521 -3.7456
Cl 3.3065 3.6001 -3.7297
C 2.2349 1.4079 -4.9338
Cl 2.5432 2.1695 -6.4268
C 1.6144 0.1508 -4.8965
Cl 1.1598 -0.6080 -6.3573
C -0.7605 2.0891 -1.9884
As -0.6666 0.8524 -0.4973
C -1.0250 2.1063 0.9378
C -2.3186 -0.1564 -0.7666
C -3.5378 0.6375 -0.4043
C -4.2113 1.3967 -1.3566
C -5.3202 2.1523 -0.9997
C -5.7687 2.1544 0.3127
C -5.1114 1.3887 1.2668
C -4.0030 0.6365 0.9083
H -1.7740 2.4861 -2.0203
H -0.5394 1.5766 -2.9225
H -0.0652 2.9135 -1.8397
H -1.8832 2.7082 0.6439
H -0.1517 2.7467 1.0599
H -1.2464 1.6148 1.8782
H -2.2459 -1.0684 -0.1846
H -2.3078 -0.4383 -1.8214
H -3.8842 1.3773 -2.3904
H -5.8413 2.7306 -1.7513
H -6.6357 2.7389 0.5892
H -5.4697 1.3718 2.2878
H -3.5022 0.0263 1.6543

[14]
8
Properties=species:S:1:pos:R:3 method="wB97M-V/def2-TZVPD" e_homo_ha="-0.3262 / -0.3262" spin_multiplicity=1 e_above_lowest_kcal_mol=110.5 total_energy_ha=-245.915433 orbital_gap_ev="8.1 / 8.1"
C 0.5714 0.0664 -0.0456
C 1.9380 -0.0918 0.0162
C -1.7160 -0.0785 0.0165
N 1.2868 1.1379 -0.0603
O 2.8891 -0.8252 0.0182
H -1.6718 -0.9541 -0.5365
H -1.7176 0.9816 -0.4539
H -1.5799 -0.2362 1.0453